(1)
Entry from OMol25: a 12-piece molecular cluster, C5H29NO11 overall at a distorted geometry (ωB97M-V/def2-TZVPD).

Geometry (Å):
C: 1.48218 -3.47948 -1.96513
C: 0.06858 -3.24571 -1.46729
C: -1.21281 -3.17971 -2.12263
C: -2.14984 -2.80506 -1.16480
N: -1.49342 -2.80037 0.02643
C: -0.11854 -2.92649 -0.13586
H: 2.07514 -2.67071 -1.51083
H: 2.01473 -4.26198 -1.39859
H: 1.38444 -3.45938 -3.06551
H: -1.29435 -3.30760 -3.20663
H: -3.20275 -2.99718 -1.31248
H: -1.85945 -2.55253 0.92719
H: 0.49850 -2.68852 0.70885
O: 1.60963 -0.17758 -2.97850
H: 1.31332 -0.89662 -2.40158
H: 0.75513 -0.05225 -3.43305
O: 0.84066 2.68239 4.25952
H: 0.08560 2.17047 3.94917
H: 1.56498 2.05750 4.34047
O: -1.23889 1.79136 1.11845
H: -0.83789 1.48517 0.28379
H: -0.88558 2.67672 1.26542
O: -0.90905 -2.36642 3.21138
H: -1.52646 -2.90827 3.71607
H: -0.83499 -1.59810 3.78966
O: 1.61072 1.60165 -1.14499
H: 2.16930 0.84221 -1.34241
H: 1.86160 1.76093 -0.21829
O: 1.05172 0.50707 2.82304
H: 0.86525 0.04634 3.66854
H: 0.31608 0.19493 2.29235
O: 1.22407 3.79551 -2.80066
H: 0.80407 4.30693 -2.10606
H: 1.62109 3.02126 -2.36627
O: 1.45018 2.90240 1.38464
H: 1.65256 3.72863 1.84813
H: 1.55859 2.35428 2.18095
O: -1.59567 0.28815 3.50212
H: -1.24138 0.46327 2.62097
H: -2.27062 0.96141 3.63387
O: -1.33316 0.08365 -3.25081
H: -1.01604 -0.56315 -2.60132
H: -1.81468 0.66838 -2.63729
O: -1.12132 2.77569 -1.95832
H: -1.52918 3.43707 -2.52191
H: -0.39209 2.33373 -2.43980

Force components x, y, z for each atom (eV/Å):
-0.747 0.861 0.631
0.618 0.381 1.033
1.514 0.437 -0.031
0.547 -1.907 -0.980
0.623 0.952 0.709
-2.401 -0.267 -0.737
-0.004 0.473 -1.053
-0.667 -0.750 -1.178
1.230 -0.419 0.555
-0.477 -0.044 0.593
-0.123 0.652 0.503
-0.338 0.097 0.084
0.381 -0.329 0.012
-0.861 -0.984 -0.377
0.548 -0.166 0.134
0.438 0.668 -0.230
-0.036 0.741 0.422
0.190 -0.139 0.017
-0.130 -0.040 0.042
-0.029 -0.678 -0.155
-0.201 0.578 0.248
0.309 -0.135 -0.230
0.015 -0.259 0.281
0.034 -0.242 -0.216
-0.178 0.267 -0.230
0.547 -0.313 1.340
-0.266 -0.025 -0.828
-0.401 0.790 -0.114
0.155 -1.226 0.719
0.378 0.373 -0.592
0.379 0.074 -0.608
0.485 0.157 -0.599
0.045 -0.181 0.167
-0.121 0.252 0.227
0.448 0.432 1.067
-0.068 0.403 -0.729
-0.406 -0.653 -0.434
-0.007 -0.023 0.534
-0.822 0.550 -0.176
-0.030 -0.056 -0.098
-0.061 -0.015 0.950
-0.163 -0.424 -0.333
0.092 0.296 -0.584
-0.243 -0.850 0.479
0.311 -0.146 -0.314
-0.505 0.834 0.080

Computed properties:
Calculated total energy   -29667.70606 eV
Energy relative to the best compared isomer or geometry (same formula, charge and spin)   83.6 kcal per mole
Lowest unoccupied orbital energy   -0.09 eV
Gap between HOMO and LUMO   8.339 eV

---

(2)
Entry from OMol25: a 9-piece molecular cluster, C5H29NO8S overall at a distorted geometry (ωB97M-V/def2-TZVPD).

Geometry (Å):
C: -0.10904 2.52494 -0.62517
S: 1.69384 2.89504 -0.83149
C: 2.28462 1.08363 -0.39224
C: 2.24307 0.52247 1.05472
C: 2.61747 -0.99102 1.14461
C: 2.22467 -1.42569 2.66952
N: 1.67388 -1.58296 0.14822
H: -0.33820 1.46082 -0.90919
H: -0.45264 2.54588 0.42998
H: -0.75668 3.36563 -1.00422
H: 3.34230 0.85286 -0.77499
H: 1.58791 0.51456 -0.95808
H: 2.84074 1.12712 1.69468
H: 1.16460 0.75982 1.25996
H: 3.64126 -1.27950 0.89192
H: 1.72178 -2.43516 2.64623
H: 3.36603 -1.66203 2.97840
H: 1.57575 -0.75383 3.25848
H: 1.73531 -2.60886 0.23855
H: 0.80722 -1.50245 0.37040
O: -0.33637 -3.35563 -0.41710
H: -0.32350 -4.19596 -0.04850
H: 0.34542 -3.37572 -1.01473
O: -2.80187 0.53128 -2.14354
H: -3.10427 -0.12744 -2.67846
H: -1.91508 0.21554 -1.72492
O: 1.18774 0.28639 -4.04291
H: 1.86472 -0.33474 -4.08787
H: 1.69853 1.14361 -3.86004
O: -1.72703 -0.16815 2.82913
H: -1.31995 -0.49384 2.02370
H: -2.51262 0.18723 2.68182
O: -2.35164 -0.97783 0.40368
H: -2.10036 -1.76088 0.05018
H: -3.30831 -0.83436 0.19874
O: -0.11377 -0.98709 5.08587
H: -0.33354 -1.89487 4.70061
H: -0.78776 -0.60240 4.39196
O: -1.75884 -1.43620 -3.29478
H: -1.63818 -1.22930 -4.24646
H: -1.48955 -2.25638 -3.01041
O: -3.70547 1.89043 -0.07418
H: -4.04976 1.44309 -0.79171
H: -2.78651 1.94003 -0.31777

Force components x, y, z for each atom (eV/Å):
-0.636 0.152 1.193
-0.192 -2.134 0.938
1.986 0.444 -0.254
-0.794 1.132 -1.478
-4.281 1.076 0.949
3.322 -1.836 -1.661
7.907 -2.848 -1.561
0.098 1.296 -0.586
0.817 -0.015 -0.085
0.818 -1.203 -0.598
-1.490 0.923 -0.012
-0.266 -0.525 -0.718
0.489 0.464 0.696
0.781 -0.980 0.871
-0.229 0.381 -0.002
0.499 0.903 -0.057
-2.896 0.777 0.770
0.947 -0.056 -0.227
0.585 0.580 -0.190
-7.048 1.657 2.133
-2.777 1.981 1.007
-0.288 -2.471 1.279
2.609 0.326 -2.480
2.975 2.871 3.529
-0.695 -2.970 -2.179
-2.649 0.499 -1.479
-0.537 3.616 0.505
1.811 -1.894 -0.120
-1.312 -1.698 -0.304
6.053 -2.328 2.255
-0.725 0.200 -0.233
-5.285 2.315 -1.510
-2.183 3.832 1.201
1.136 -4.000 -1.851
1.324 -0.071 0.161
-2.723 -1.267 -3.239
1.069 0.992 1.428
1.580 0.331 1.787
-1.141 3.143 -1.555
0.332 -0.842 1.083
1.145 -2.999 0.166
0.526 1.561 2.885
-1.144 -1.447 -2.460
0.483 0.131 0.005

Computed properties:
Calculated total energy   -34357.34473 eV
Energy relative to the best compared isomer or geometry (same formula, charge and spin)   78.8 kcal per mole
Lowest unoccupied orbital energy   -0.21 eV
Gap between HOMO and LUMO   8.320 eV

---

(3)
Entry from OMol25: a 10-piece molecular cluster, C5H29NO9 overall at a distorted geometry (ωB97M-V/def2-TZVPD).

Geometry (Å):
C: 1.83081 0.99085 -2.47941
C: 1.39055 -0.44400 -2.88054
C: 2.20574 -1.45045 -2.07481
C: 1.78021 -1.82104 -0.72142
C: 1.49227 -3.07771 -0.22047
N: 0.80351 -3.13880 0.91389
H: 2.37375 1.03697 -1.53148
H: 0.95255 1.62521 -2.37757
H: 2.49889 1.47417 -3.19331
H: 0.33787 -0.43131 -2.59474
H: 1.49637 -0.70866 -3.92812
H: 2.61285 -2.35706 -2.55001
H: 3.27512 -1.15312 -1.92980
H: 1.56859 -1.02403 -0.00876
H: 1.55250 -3.96483 -0.83850
H: 0.97912 -2.41992 1.62363
H: 0.44893 -4.02055 1.25640
H: -2.83748 1.28915 1.61903
H: -3.08651 0.57265 0.37057
O: -2.79666 1.46396 0.66971
H: 2.05665 0.78670 3.15001
H: 2.14515 0.09790 1.81943
O: 2.51978 0.07831 2.69277
H: -1.88975 1.47967 -2.71991
H: -2.37152 2.34984 -1.59445
O: -1.59499 2.17535 -2.12239
H: -0.23296 4.15713 -0.81652
H: 0.17291 3.38553 0.40793
O: 0.53356 3.98139 -0.25893
H: -1.80109 -2.99324 0.04460
H: -2.52237 -2.96123 1.34171
O: -2.69730 -3.02120 0.39774
H: -3.20593 -1.32605 -0.85013
H: -4.30035 -0.91793 0.10872
O: -3.84838 -0.62594 -0.69189
H: -1.04082 2.29228 2.20996
H: -2.08055 3.41871 2.03137
O: -1.77530 2.74341 2.64395
H: 0.04923 1.62890 0.60818
H: 1.32429 2.18263 1.39277
O: 0.55692 1.59917 1.42837
H: 0.25062 -0.42182 2.71516
H: 0.65086 -1.19901 3.89646
O: 0.22233 -1.33197 3.04080

Force components x, y, z for each atom (eV/Å):
0.021 0.328 -0.528
0.415 0.946 1.170
2.365 -1.902 0.355
-0.048 1.037 0.123
-1.225 -0.213 -0.388
1.279 -0.465 0.135
-0.159 -0.274 0.077
0.059 0.148 -0.028
-0.046 -0.183 -0.142
-0.056 -0.830 -0.215
-0.075 0.332 -0.082
-1.443 -0.333 -0.673
-0.502 1.169 0.222
-0.069 0.184 -0.212
0.116 -0.084 0.038
-0.798 0.286 0.318
0.100 -0.130 0.037
0.161 0.993 0.267
0.091 0.819 -0.978
-0.106 -1.546 0.209
0.185 0.126 0.122
-0.158 0.189 -0.493
0.605 -0.041 0.546
0.023 0.111 -0.096
-0.405 0.069 0.490
0.401 -0.255 -0.248
0.110 0.088 -0.240
-0.060 0.586 -0.049
-0.190 -0.292 0.149
-0.074 -0.099 -0.269
-0.353 0.019 0.307
0.577 -0.010 0.038
-0.233 -0.161 0.081
-0.246 -0.231 -0.228
0.078 0.064 0.045
-0.068 0.291 0.130
-0.037 -0.035 -0.028
0.175 0.138 0.666
0.219 0.016 -0.337
-0.109 0.142 -0.439
-0.126 -0.662 0.356
-0.274 -0.051 -0.286
0.073 -0.482 0.043
-0.191 0.198 0.035

Computed properties:
Spin multiplicity   2
Calculated total energy   -25564.65714 eV
Net charge   +1
Energy relative to the best compared isomer or geometry (same formula, charge and spin)   53.1 kcal per mole
<S²>   0.7605
Lowest unoccupied orbital energy (spin up / spin down)   -3.62 / -6.84 eV
Gap between HOMO and LUMO (spin up / spin down)   9.872 / 6.647 eV

---

(4)
Entry from OMol25: the molecule C5H2Br4 at a distorted geometry (ωB97M-V/def2-TZVPD).

Geometry (Å):
C: 0.30646 -0.97239 -0.13648
C: -0.40724 -0.45024 -1.19996
C: 0.47467 -0.26650 1.11421
C: -1.09362 0.73660 -1.19122
C: 0.39831 1.08129 1.17078
Br: -0.52005 -1.82270 -2.71317
Br: 0.78693 -1.41262 2.69108
Br: -1.62816 1.46373 -2.72772
Br: 0.53651 2.00868 2.69933
H: 0.77023 -1.98157 -0.05215
H: 0.37596 1.61571 0.34531

Force components x, y, z for each atom (eV/Å):
0.014 -0.149 1.175
0.607 -2.264 -0.488
-0.089 -0.183 0.079
0.194 -0.158 1.227
0.512 -3.691 3.087
0.091 0.844 0.605
-0.248 0.989 -1.283
-0.365 0.455 -1.121
-0.008 1.011 1.380
-0.612 0.771 -0.954
-0.099 2.374 -3.707

Computed properties:
Calculated total energy   -285382.58025 eV
Lowest unoccupied orbital energy (spin up / spin down)   -2.13 / -2.13 eV
Gap between HOMO and LUMO (spin up / spin down)   6.579 / 6.585 eV

---

(5)
Entry from OMol25: the molecule C5H2ClFS at a distorted geometry (ωB97M-V/def2-TZVPD).

Geometry (Å):
F: 1.42905 1.99420 -0.11066
C: 0.51883 1.07360 -0.12887
C: -0.72378 1.25458 0.27874
C: -1.33665 -0.12352 0.11106
S: -3.05117 -0.37785 -0.07225
C: -0.27945 -1.12700 0.03840
C: 0.87856 -0.38944 -0.18733
Cl: 2.54303 -0.93011 0.05176
H: -1.43616 2.11176 0.54071
H: -0.18311 -2.33146 0.05916

Force components x, y, z for each atom (eV/Å):
1.349 0.837 -0.551
0.239 -0.457 1.497
-3.131 -0.561 -0.543
-4.066 -0.074 0.041
3.901 0.448 0.563
3.400 -1.746 -1.146
-1.022 -1.012 1.425
-1.414 0.459 -0.693
1.749 -1.186 -0.654
-1.006 3.290 0.060

Computed properties:
Calculated total energy   -31289.53828 eV
Energy relative to the best compared isomer or geometry (same formula, charge and spin)   0.0 kcal per mole
Lowest unoccupied orbital energy   -2.09 eV
Gap between HOMO and LUMO   7.105 eV

---

(6)
Entry from OMol25: the molecule C5H2O at a distorted geometry (ωB97M-V/def2-TZVPD).

Geometry (Å):
C: -2.22135 0.54400 1.33274
C: -1.28008 -0.06444 0.82277
C: 0.89269 -0.40394 -0.38064
C: -0.13601 -0.71046 0.45757
C: 1.46554 0.16164 -1.58102
O: 2.30239 0.40709 -2.39072
H: -2.86515 1.00683 1.98833
H: 1.84198 -0.94071 -0.24903

Force components x, y, z for each atom (eV/Å):
2.353 -1.134 -1.234
-0.925 0.509 -0.120
1.322 -0.070 -2.116
0.278 0.839 -0.001
1.710 0.921 -0.683
-3.626 -1.068 2.955
-1.288 0.561 0.778
0.176 -0.558 0.422

Computed properties:
Calculated total energy   -7258.10541 eV
Energy relative to the best compared isomer or geometry (same formula, charge and spin)   55.4 kcal per mole
Lowest unoccupied orbital energy   -1.25 eV
Gap between HOMO and LUMO   6.651 eV

---

Q: Which of these has the highest calculated total energy?
A: C5H2O